# 1
{
  "formula": "C17H24N3S",
  "method": "ωB97M-V with the def2-TZVPD basis set",
  "homo_lumo_gap_ha": 0.2187,
  "homo_energy_ev": -10.34,
  "e_tot_ha": -1224.3772,
  "relative_energy_kj_mol": 223.90,
  "max_force_ev_per_a": 3.15,
  "e_lumo_ev": -4.39,
  "mol_weight_g_mol": 302.47,
  "total_charge": 1,
  "elements": ["C", "C", "N", "C", "C", "N", "C", "S", "C", "H", "H", "H", "H", "H", "H", "H", "H", "H", "H", "C", "N", "C", "C", "C", "C", "C", "C", "C", "C", "C", "C", "H", "H", "H", "H", "H", "H", "H", "H", "H", "H", "H", "H", "H", "H"],
  "positions_angstrom": [[3.24371, -3.77969, -0.19187], [1.92360, -4.26911, -0.78314], [0.85633, -3.27755, -0.57429], [-0.56391, -3.59374, -0.65929], [-1.17590, -2.18550, -0.51920], [-0.11411, -1.27483, -0.33706], [1.02268, -1.89432, -0.37663], [2.59075, -1.09085, -0.19632], [3.62048, -2.42398, -0.78316], [3.13141, -3.68331, 0.89455], [4.04071, -4.52200, -0.33619], [2.02351, -4.42602, -1.86174], [1.60571, -5.22483, -0.35012], [-0.78083, -4.06955, -1.62156], [-0.84224, -4.27250, 0.15594], [-1.74278, -1.89563, -1.41483], [-1.85800, -2.11769, 0.33881], [4.66789, -2.17797, -0.59453], [3.50617, -2.46079, -1.86823], [2.61708, 2.89338, 2.85995], [1.22303, 2.74390, 2.43644], [0.19450, 3.43598, 3.22469], [0.94168, 2.19180, 1.21804], [-0.33916, 2.05998, 0.72269], [-0.65312, 1.77993, -0.59493], [-1.98582, 1.69585, -1.09908], [-2.23046, 1.81064, -2.48167], [-3.51447, 1.78211, -2.97359], [-4.59164, 1.61328, -2.11687], [-4.37418, 1.47542, -0.75596], [-3.09731, 1.52049, -0.25010], [2.70275, 3.50983, 3.75332], [3.04628, 1.91543, 3.07291], [3.19361, 3.36157, 2.06407], [0.62824, 4.00043, 4.04637], [-0.34966, 4.13741, 2.59449], [-0.51561, 2.72606, 3.64356], [1.77573, 1.92825, 0.59401], [-1.14644, 2.26889, 1.39800], [0.15348, 1.67147, -1.30010], [-1.39985, 1.95505, -3.15273], [-3.68643, 1.88906, -4.03261], [-5.59552, 1.57534, -2.50921], [-5.20701, 1.31683, -0.08859], [-2.94492, 1.38145, 0.80573]],
  "forces_ev_per_angstrom": [[-0.2, -0.1, 0.4], [-0.5, 0.5, 0.0], [1.6, 0.7, 0.5], [0.5, 0.0, 0.0], [-1.4, -0.7, -0.1], [2.6, 1.7, 0.3], [-2.0, -1.3, -0.4], [-0.9, 0.0, 0.3], [0.5, -0.7, -0.6], [0.0, 0.0, -0.1], [-0.2, 0.2, -0.3], [0.2, -0.2, -0.1], [0.1, 0.2, 0.1], [-0.1, 0.0, 0.1], [-0.1, 0.0, -0.2], [0.0, -0.1, 0.2], [0.0, -0.1, -0.2], [-0.2, 0.2, 0.2], [0.1, -0.1, 0.0], [0.4, -0.3, -0.2], [-0.4, -0.5, -2.0], [-0.3, -0.3, -0.2], [0.7, 1.5, 2.4], [-1.1, 0.0, -0.8], [0.7, 0.1, 1.3], [-0.9, 0.0, -0.3], [0.4, 0.0, 0.5], [-0.2, 0.0, -0.2], [0.1, 0.0, -0.1], [-0.2, -0.1, 0.2], [0.5, 0.0, -0.1], [-0.2, -0.1, -0.1], [0.0, 0.0, 0.0], [0.1, 0.0, 0.0], [0.2, -0.2, -0.1], [0.0, 0.0, -0.1], [0.0, -0.1, 0.0], [0.5, -0.2, 0.0], [-0.3, 0.0, 0.2], [0.2, -0.1, -0.2], [0.2, 0.0, -0.1], [0.0, 0.0, -0.1], [-0.1, 0.0, -0.1], [-0.1, 0.0, 0.1], [0.0, 0.0, 0.2]]
}

# 2
{
  "formula": "C4H4OS2",
  "method": "ωB97M-V with the def2-TZVPD basis set",
  "homo_lumo_gap_ha": 0.3050,
  "homo_energy_ev": -8.39,
  "e_tot_ha": -1026.3691,
  "relative_energy_kj_mol": 119.26,
  "max_force_ev_per_a": 4.55,
  "e_lumo_ev": -0.09,
  "smiles": "O=CC1SC=CS1",
  "mol_weight_g_mol": 132.21,
  "elements": ["O", "C", "C", "S", "C", "C", "S", "H", "H", "H", "H"],
  "positions_angstrom": [[-3.11491, 0.64191, -0.18524], [-1.95404, 0.60195, -0.49314], [-0.84056, 0.27549, 0.49963], [-0.10797, -1.59622, 0.43589], [1.53825, -1.07145, -0.08328], [1.81807, 0.18387, -0.04036], [0.66998, 1.32726, 0.54011], [-1.62366, 0.68524, -1.56125], [-1.29977, 0.28132, 1.59269], [2.20154, -1.97967, -0.39142], [2.71307, 0.65030, -0.31363]],
  "forces_ev_per_angstrom": [[0.5, 0.2, 0.1], [0.5, -0.9, -0.7], [0.2, -1.6, 3.3], [-0.2, 2.3, -0.6], [-0.4, -4.5, -0.3], [-0.1, 1.3, 0.1], [-1.5, 0.4, 0.0], [-0.1, 0.2, 0.5], [0.8, 0.2, -2.4], [-1.1, 2.1, 0.5], [1.4, 0.3, -0.4]]
}

# 3
{
  "formula": "C2H7ClN4",
  "method": "ωB97M-V with the def2-TZVPD basis set",
  "homo_lumo_gap_ha": 0.3477,
  "homo_energy_ev": -8.51,
  "e_tot_ha": -759.5550,
  "relative_energy_kj_mol": 0.00,
  "max_force_ev_per_a": 2.94,
  "e_lumo_ev": 0.95,
  "smiles": "N/N=C(\\CCl)NN",
  "mol_weight_g_mol": 122.56,
  "elements": ["N", "N", "C", "C", "Cl", "N", "N", "H", "H", "H", "H", "H", "H", "H"],
  "positions_angstrom": [[-2.07883, -0.19936, 0.31293], [-0.92435, -0.38157, -0.49899], [0.17191, 0.08612, 0.06372], [0.19057, 0.69965, 1.41665], [1.51558, 1.92365, 1.59591], [1.34284, -0.15151, -0.60319], [1.35734, -0.55015, -1.95454], [-2.12928, -1.05285, 0.92188], [-2.83207, -0.31782, -0.35380], [-0.75393, 1.16756, 1.58993], [0.29751, -0.05940, 2.23698], [2.09406, 0.48333, -0.39333], [0.55696, -0.06837, -2.45146], [1.19170, -1.57927, -1.88270]],
  "forces_ev_per_angstrom": [[-0.2, -1.1, 0.6], [2.0, 1.0, 0.8], [-1.8, -1.6, -1.6], [0.8, -0.5, 0.9], [-0.4, -0.4, 0.1], [0.6, 0.9, 0.3], [-1.0, -0.6, 0.1], [-0.2, 1.0, -0.6], [-0.2, 0.0, 0.2], [-0.5, 0.5, 0.0], [0.2, 0.6, -0.9], [0.1, 0.0, 0.1], [1.0, -1.1, 0.7], [-0.2, 1.2, -0.8]]
}